55
Properties=species:S:1:pos:R:3:nbo_charge:R:1 method="wB97M-V/def2-TZVPD" homo_energy_ha=-0.300 molar_mass_da=405.52 smiles="CCOC(=O)CCSc1nc(N2CCOCC2)c2c(c1C#N)CC(C)(C)OC2" homo_lumo_gap_ev=8.663 e_tot_ha=-1641.741561 e_above_lowest_kcal_mol=30.7
C 1.129 -2.328 6.684 -0.6351
C 0.410 -1.352 5.764 -0.0753
H -0.541 -1.776 5.426 0.1970
H 0.236 -0.396 6.260 0.1918
O 1.204 -1.031 4.617 -0.5071
C 1.190 -1.897 3.603 0.8068
O 0.546 -2.912 3.582 -0.6120
C 2.074 -1.406 2.474 -0.5255
C 1.980 -2.321 1.266 -0.5184
H 0.942 -2.475 0.976 0.2512
H 2.454 -3.282 1.459 0.2378
S 2.846 -1.610 -0.166 0.2867
C 1.616 -0.539 -0.819 0.1417
N 0.414 -0.558 -0.283 -0.5426
C -0.564 0.213 -0.764 0.4262
N -1.806 0.006 -0.211 -0.4296
C -2.005 -1.189 0.594 -0.2486
H -1.347 -1.978 0.234 0.2335
C -1.743 -0.910 2.074 -0.0784
O -2.572 0.134 2.541 -0.5237
C -2.359 1.304 1.793 -0.0817
H -3.037 2.057 2.198 0.1981
C -2.637 1.082 0.297 -0.2391
H -2.454 2.009 -0.236 0.2109
H -3.684 0.789 0.167 0.2042
H -1.318 1.647 1.917 0.1622
H -1.966 -1.786 2.683 0.2066
H -0.688 -0.633 2.205 0.1641
H -3.049 -1.494 0.464 0.2025
C -0.344 1.071 -1.869 -0.1076
C 0.920 1.084 -2.440 0.1228
C 1.940 0.280 -1.909 -0.3043
C 3.229 0.267 -2.470 0.2867
N 4.279 0.267 -2.934 -0.3100
C 1.157 1.888 -3.679 -0.4801
H 1.384 2.922 -3.405 0.2380
C -0.118 1.884 -4.539 0.2790
C -0.449 0.467 -5.021 -0.6481
H -0.540 -0.224 -4.186 0.2131
H 0.337 0.110 -5.681 0.2192
H -1.389 0.478 -5.566 0.2202
C 0.045 2.819 -5.736 -0.6094
H 0.881 2.499 -6.351 0.2120
H -0.863 2.814 -6.332 0.2180
H 0.222 3.834 -5.391 0.2172
O -1.173 2.442 -3.767 -0.5338
C -1.461 1.837 -2.527 -0.0903
H -2.323 1.156 -2.634 0.1859
H -1.775 2.681 -1.900 0.1928
H 2.006 1.489 -4.235 0.2371
H 1.760 -0.393 2.210 0.2431
H 3.102 -1.342 2.837 0.2427
H 2.094 -1.925 6.980 0.2109
H 0.528 -2.499 7.572 0.2178
H 1.281 -3.276 6.174 0.2231

55
Properties=species:S:1:pos:R:3:nbo_charge:R:1 method="wB97M-V/def2-TZVPD" homo_energy_ha=-0.310 molar_mass_da=405.52 smiles="COCCN(CC(=O)NC1CCCCC1)C(=O)CSc1nc2ccccc2o1" homo_lumo_gap_ev=9.083 e_tot_ha=-1641.771991 e_above_lowest_kcal_mol=11.6
C -0.099 -3.294 -2.226 -0.2513
H 0.565 -2.881 -1.458 0.1817
O -0.582 -2.272 -3.065 -0.5550
C -1.366 -1.319 -2.376 -0.0846
C -1.646 -0.138 -3.322 -0.2460
N -0.955 1.072 -2.927 -0.4330
C 0.389 1.212 -2.945 0.7000
O 0.951 2.115 -2.351 -0.6524
C 1.154 0.210 -3.792 -0.6532
H 1.019 0.431 -4.851 0.2555
H 0.864 -0.818 -3.583 0.2906
S 2.930 0.385 -3.459 0.3427
C 2.895 -0.093 -1.807 0.3626
N 1.893 -0.624 -1.179 -0.5530
C 2.371 -0.854 0.094 0.1390
C 1.780 -1.424 1.212 -0.2535
C 2.547 -1.510 2.358 -0.2066
C 3.862 -1.053 2.400 -0.2174
C 4.475 -0.498 1.289 -0.2429
C 3.708 -0.411 0.146 0.2251
O 4.027 0.070 -1.089 -0.4145
H 5.495 -0.151 1.309 0.2300
H 4.421 -1.141 3.319 0.2183
H 2.118 -1.948 3.247 0.2157
H 0.767 -1.790 1.180 0.2242
C -1.729 2.056 -2.192 -0.3039
H -1.162 2.991 -2.188 0.2476
H -2.685 2.212 -2.695 0.2194
C -2.005 1.635 -0.739 0.6637
O -3.136 1.498 -0.321 -0.6353
N -0.877 1.428 -0.041 -0.6278
H -0.005 1.674 -0.488 0.4287
C -0.822 1.075 1.371 -0.0467
C -1.681 -0.152 1.681 -0.4183
C -1.538 -0.527 3.153 -0.3960
C -1.969 0.637 4.038 -0.3960
C -1.139 1.878 3.725 -0.3986
C -1.266 2.248 2.250 -0.4017
H -0.654 3.125 2.027 0.2065
H -2.304 2.485 2.013 0.2152
H -1.471 2.715 4.343 0.2096
H -0.090 1.682 3.960 0.1918
H -1.854 0.369 5.091 0.2053
H -3.024 0.854 3.859 0.1978
H -2.148 -1.407 3.369 0.2088
H -0.496 -0.778 3.367 0.1881
H -1.378 -0.984 1.041 0.1984
H -2.722 0.080 1.457 0.2371
H 0.226 0.839 1.588 0.2039
H -1.351 -0.435 -4.331 0.2217
H -2.713 0.087 -3.329 0.2245
H -0.822 -0.962 -1.490 0.1960
H -2.304 -1.784 -2.042 0.1770
H -0.923 -3.829 -1.741 0.1660
H 0.456 -3.980 -2.862 0.1951

55
Properties=species:S:1:pos:R:3:mulliken_spin:R:1 method="wB97M-V/def2-TZVPD" homo_energy_ha="-0.545 / -0.544" molar_mass_da=603.88 homo_lumo_gap_ev="6.701 / 6.400" e_tot_ha=-2181.451240 charge=+2 multiplicity=4
Re 1.174 1.281 -0.152 2.6186
C -4.543 3.615 0.568 0.0018
C -4.156 3.079 -0.800 0.0029
N -2.716 3.307 -1.125 0.0441
C -2.416 4.434 -2.043 -0.0007
C -2.252 5.755 -1.312 0.0053
C -1.806 2.551 -0.573 0.0248
S -0.104 2.985 -0.952 0.0538
N -2.209 1.561 0.232 0.0182
C -1.524 0.727 0.936 0.0463
O -0.175 0.687 1.022 0.1256
C -2.189 -0.247 1.790 0.0015
C -1.450 -1.176 2.533 0.0063
C -2.105 -2.089 3.336 -0.0024
C -3.494 -2.080 3.406 0.0063
C -4.234 -1.158 2.674 -0.0006
C -3.587 -0.243 1.868 -0.0001
H -5.605 3.430 0.726 0.0008
H -4.378 4.688 0.644 -0.0004
H -3.988 3.116 1.361 0.0006
H -4.714 3.574 -1.590 -0.0004
H -4.342 2.010 -0.873 0.0026
H -3.247 4.472 -2.743 0.0020
H -1.531 4.184 -2.623 0.0025
H -3.164 6.041 -0.791 0.0000
H -2.024 6.534 -2.038 -0.0005
H -1.436 5.715 -0.589 0.0011
H -0.371 -1.180 2.481 -0.0040
H -1.540 -2.809 3.911 0.0000
H -4.004 -2.796 4.037 0.0002
H -5.313 -1.157 2.736 0.0000
H -4.152 0.479 1.295 -0.0006
C 2.977 -2.889 -3.213 0.0001
Si 3.941 -3.308 -1.686 0.0000
C 3.405 -4.927 -0.970 -0.0001
C 5.762 -3.220 -1.982 -0.0004
C 3.589 -2.013 -0.298 0.0058
C 4.222 -2.191 0.946 0.0188
C 4.053 -1.323 2.017 0.0003
C 3.226 -0.232 1.860 -0.0130
N 2.618 -0.029 0.683 -0.0214
C 2.800 -0.889 -0.347 0.0233
S 1.814 -0.235 -1.713 0.0241
H 3.211 -3.661 -3.953 -0.0001
H 3.263 -1.934 -3.659 0.0015
H 1.896 -2.911 -3.063 0.0005
H 3.613 -5.725 -1.688 0.0000
H 2.335 -4.946 -0.756 0.0000
H 3.943 -5.171 -0.051 0.0001
H 6.048 -3.958 -2.734 0.0000
H 6.336 -3.439 -1.079 0.0001
H 6.068 -2.238 -2.349 0.0000
H 4.875 -3.048 1.077 0.0010
H 4.556 -1.486 2.959 0.0005
H 3.041 0.483 2.649 0.0034

59
Properties=species:S:1:pos:R:3:nbo_charge:R:1 method="wB97M-V/def2-TZVPD" homo_energy_ha=-0.521 molar_mass_da=570.50 homo_lumo_gap_ev=6.263 e_tot_ha=-2279.837035 charge=+2 e_above_lowest_kcal_mol=2.7
Rh -1.637 0.038 1.059 0.9477
C 0.482 -2.091 1.169 -0.7014
C -0.576 -2.439 0.170 0.2865
C -0.529 -3.617 -0.596 -0.2521
C -1.504 -3.874 -1.521 -0.0479
C -2.568 -2.966 -1.714 -0.0999
C -3.601 -3.154 -2.658 -0.1517
C -4.578 -2.210 -2.791 -0.1658
C -4.576 -1.042 -1.998 -0.1648
C -3.596 -0.847 -1.062 -0.2328
S -3.544 0.572 -0.017 0.1618
C -2.588 -1.809 -0.915 0.1942
N -1.591 -1.600 0.009 -0.3795
H 1.236 -2.873 1.213 0.2748
H 0.057 -1.995 2.174 0.2272
H 1.001 -1.165 0.905 0.2771
H 0.296 -4.298 -0.444 0.2567
H -1.465 -4.777 -2.118 0.2542
H -3.602 -4.048 -3.267 0.2463
H -5.370 -2.346 -3.515 0.2526
H -5.358 -0.306 -2.135 0.2488
C 5.858 -0.507 0.518 -0.6180
C 5.200 0.844 0.787 -0.6585
S 3.766 1.023 -0.232 2.1819
O 2.657 0.316 0.399 -1.0156
O 4.072 0.724 -1.604 -0.9247
C 3.341 2.748 -0.131 -0.6887
C 2.225 3.087 -1.116 -0.2423
N 1.091 2.138 -1.100 -0.2988
C 0.289 1.901 -0.057 0.4675
N -0.495 0.849 -0.320 -0.4571
C -0.187 0.396 -1.582 -0.0297
C 0.794 1.187 -2.055 0.1934
N 1.389 1.057 -3.377 0.5354
O 1.108 0.033 -3.955 -0.3243
O 2.061 1.968 -3.798 -0.3305
C 0.283 2.657 1.220 -0.6788
H 6.720 -0.614 1.173 0.2471
H 6.193 -0.577 -0.514 0.2451
H 5.171 -1.328 0.722 0.2226
H 5.863 1.675 0.541 0.2529
H 4.858 0.947 1.817 0.2478
H 4.203 3.354 -0.413 0.2785
H 3.106 2.941 0.916 0.2389
H 2.608 3.046 -2.128 0.2922
H 1.858 4.095 -0.931 0.2446
H -0.676 -0.424 -2.072 0.2606
H 0.390 3.728 1.046 0.2713
H 1.092 2.322 1.871 0.2643
H -0.665 2.515 1.743 0.2261
C -3.523 1.538 3.382 -0.6352
C -3.639 0.041 3.506 -0.0704
O -2.389 -0.540 2.989 -0.7601
H -4.491 2.006 3.559 0.2683
H -3.225 1.828 2.366 0.1831
H -2.808 1.943 4.097 0.2343
H -4.471 -0.364 2.933 0.2056
H -3.732 -0.263 4.547 0.2160
H -2.285 -1.445 3.309 0.5231

56
Properties=species:S:1:pos:R:3:nbo_charge:R:1 method="wB97M-V/def2-TZVPD" homo_energy_ha=-0.297 molar_mass_da=401.47 homo_lumo_gap_ev=8.660 e_tot_ha=-1353.041098 e_above_lowest_kcal_mol=27.1
C -5.024 -3.821 -2.514 -0.6382
C -3.576 -3.982 -2.177 0.2447
C -2.779 -2.924 -1.898 -0.3710
C -1.365 -3.106 -1.617 0.4304
N -0.403 -2.297 -1.424 -0.5308
C -0.550 -0.887 -1.108 -0.0621
C -1.676 -0.522 -0.133 -0.4144
C -1.668 0.969 0.199 -0.4031
C -0.330 1.440 0.748 0.2760
C 0.776 1.086 -0.248 -0.4521
C 0.789 -0.405 -0.555 -0.3838
C -0.370 2.938 1.037 -0.2454
N 0.812 3.358 1.778 -0.4306
C 1.753 4.118 1.150 0.6713
O 1.664 4.431 -0.028 -0.6215
C 2.907 4.613 1.943 -0.2835
C 2.973 5.143 3.185 0.1779
O 4.199 5.597 3.439 -0.2806
N 4.999 5.365 2.325 -0.1266
C 4.235 4.800 1.437 0.1917
C 4.769 4.425 0.098 -0.6459
C 0.992 2.617 3.018 -0.2451
C 0.982 1.123 2.724 -0.0725
O -0.165 0.742 1.996 -0.5509
N -1.010 -4.465 -1.685 -0.5558
C -1.870 -5.458 -1.956 0.4570
C -1.314 -6.859 -1.904 -0.1130
O 0.062 -6.894 -2.241 -0.7210
N -3.129 -5.291 -2.199 -0.5369
H -5.328 -2.777 -2.502 0.2123
H -5.222 -4.244 -3.499 0.2294
H -5.629 -4.380 -1.799 0.2303
H -3.181 -1.927 -1.964 0.2186
H -0.734 -0.329 -2.043 0.1728
H -2.656 -0.779 -0.523 0.2047
H -1.538 -1.099 0.786 0.2164
H -1.890 1.553 -0.701 0.2040
H -2.447 1.193 0.932 0.2152
H 0.589 1.659 -1.161 0.2186
H 1.751 1.419 0.113 0.2115
H 1.007 -0.978 0.351 0.2064
H 1.571 -0.642 -1.278 0.2170
H -0.420 3.510 0.115 0.2491
H -1.251 3.154 1.650 0.1984
H 2.245 5.282 3.967 0.2125
H 4.234 4.966 -0.680 0.2499
H 5.832 4.653 0.050 0.2336
H 4.621 3.361 -0.087 0.2267
H 1.932 2.887 3.490 0.2227
H 0.171 2.863 3.699 0.1960
H 1.898 0.850 2.185 0.1672
H 0.957 0.559 3.656 0.1993
H -0.024 -4.671 -1.593 0.4385
H -1.407 -7.221 -0.877 0.1994
H -1.936 -7.486 -2.541 0.2034
H 0.167 -7.228 -3.134 0.4819

59
Properties=species:S:1:pos:R:3:nbo_charge:R:1 method="wB97M-V/def2-TZVPD" homo_energy_ha=-0.334 molar_mass_da=497.67 smiles="CNC[C@](C#N)(c1ccccn1)[C@@H](C#N)N=C=S.O=S1(=O)CCCC1.O=S1(=O)CCCC1" homo_lumo_gap_ev=8.809 e_tot_ha=-2547.514434
C 1.118 -2.229 0.176 -0.4240
N 0.702 -1.658 -1.103 -0.6452
C 0.971 -0.245 -1.280 -0.2105
C -0.100 0.737 -0.722 -0.1921
C 0.055 0.790 0.777 0.3295
N 0.142 0.855 1.929 -0.3359
C -1.548 0.263 -0.941 0.2120
C -2.318 0.673 -2.009 -0.2445
C -3.616 0.258 -2.238 -0.1506
C -4.127 -0.600 -1.260 -0.2516
C -3.289 -0.922 -0.215 0.0479
N -2.041 -0.555 -0.021 -0.4272
C 0.114 2.218 -1.173 -0.1393
C 0.409 2.357 -2.621 0.2655
N 0.629 2.484 -3.752 -0.2708
N -1.040 3.051 -0.711 -0.4911
C -0.641 3.908 0.054 0.2343
S -0.026 4.939 1.050 0.1261
H 1.983 -1.707 0.601 0.2044
H 1.425 -3.279 0.055 0.1917
H 0.299 -2.192 0.911 0.1961
H -0.223 -1.942 -1.387 0.3729
H 1.905 -0.029 -0.752 0.2250
H 1.207 -0.082 -2.333 0.2450
H -1.872 1.358 -2.731 0.2258
H -4.200 0.589 -3.088 0.2291
H -5.143 -0.974 -1.331 0.2274
H -3.716 -1.571 0.555 0.1919
H 1.013 2.561 -0.638 0.2594
C 3.726 -2.791 -4.277 -0.4049
C 5.052 -2.230 -4.808 -0.4004
C 5.250 -0.847 -4.176 -0.6787
S 4.389 -0.890 -2.601 2.1762
O 3.283 0.038 -2.652 -0.9624
O 5.349 -0.864 -1.527 -0.9368
C 3.744 -2.546 -2.772 -0.6895
H 3.612 -3.849 -4.508 0.2265
H 2.890 -2.254 -4.732 0.2152
H 5.870 -2.891 -4.513 0.2095
H 5.057 -2.169 -5.896 0.2258
H 6.300 -0.626 -4.002 0.2539
H 4.801 -0.062 -4.782 0.2494
H 2.757 -2.606 -2.311 0.2778
H 4.436 -3.224 -2.271 0.2398
C -2.984 2.371 4.678 -0.4055
C -2.214 1.104 4.284 -0.4102
C -2.054 0.254 5.550 -0.6760
S -3.449 0.656 6.606 2.1706
O -2.957 1.306 7.794 -0.9443
O -4.342 -0.474 6.673 -0.9446
C -4.157 1.898 5.530 -0.6743
H -3.324 2.926 3.803 0.2223
H -2.337 3.028 5.264 0.2137
H -2.787 0.548 3.537 0.2057
H -1.249 1.338 3.845 0.2542
H -2.070 -0.810 5.328 0.2512
H -1.143 0.507 6.089 0.2468
H -4.604 2.689 6.128 0.2520
H -4.918 1.413 4.919 0.2362

60
Properties=species:S:1:pos:R:3:nbo_charge:R:1 method="wB97M-V/def2-TZVPD" homo_energy_ha=-0.309 molar_mass_da=481.53 smiles="COc1ccc(S(=O)(=O)N2CCO[C@H]2CNC(=O)C(=O)NCCCn2ccnc2)cc1OC" homo_lumo_gap_ev=8.925 e_tot_ha=-1976.979925 e_above_lowest_kcal_mol=69.8
C 1.379 3.296 -3.219 -0.2567
H 2.067 3.182 -4.056 0.1985
O 0.597 2.123 -3.208 -0.4918
C -0.296 1.962 -2.201 0.2706
C -0.573 2.908 -1.227 -0.2746
C -1.484 2.632 -0.216 -0.1836
C -2.126 1.419 -0.206 -0.3428
C -1.881 0.457 -1.172 -0.2869
C -0.959 0.709 -2.171 0.3282
O -0.602 -0.176 -3.138 -0.5032
C -1.159 -1.472 -3.074 -0.2675
H -0.690 -2.031 -3.883 0.1964
H -2.241 -1.449 -3.234 0.1806
H -0.942 -1.951 -2.114 0.2027
H -2.412 -0.475 -1.101 0.2435
S -3.247 0.978 1.103 2.3320
O -3.266 2.030 2.079 -0.9357
O -4.490 0.526 0.547 -0.9362
N -2.429 -0.369 1.707 -0.7041
C -3.126 -1.636 1.789 -0.2682
H -4.101 -1.528 1.317 0.2486
C -3.212 -1.915 3.306 -0.0883
H -2.791 -2.894 3.560 0.1762
O -2.460 -0.887 3.931 -0.5152
C -1.712 -0.222 2.944 0.2375
H -1.645 0.840 3.206 0.2172
C -0.298 -0.837 2.803 -0.2547
N 0.452 -0.204 1.757 -0.5770
C 0.593 -0.712 0.534 0.5968
O 0.111 -1.755 0.118 -0.6617
C 1.514 0.140 -0.341 0.6616
O 1.871 1.262 -0.019 -0.6672
N 1.885 -0.516 -1.442 -0.6133
H 1.469 -1.429 -1.573 0.4259
C 2.819 -0.021 -2.419 -0.2362
H 3.141 0.964 -2.072 0.2193
C 4.020 -0.955 -2.576 -0.4086
H 4.611 -0.628 -3.433 0.2206
H 3.662 -1.967 -2.780 0.2023
C 4.933 -0.973 -1.343 -0.2018
N 4.264 -1.451 -0.164 -0.3514
C 3.980 -0.753 0.960 0.1685
N 3.316 -1.462 1.830 -0.4793
C 3.155 -2.684 1.258 -0.0755
C 3.734 -2.699 0.023 -0.1249
H 3.823 -3.474 -0.711 0.2149
H 2.635 -3.468 1.769 0.2087
H 4.273 0.269 1.100 0.2065
H 5.800 -1.612 -1.548 0.2074
H 5.290 0.039 -1.134 0.2125
H 2.305 0.094 -3.379 0.2218
H 0.907 0.684 1.925 0.4290
H 0.229 -0.744 3.754 0.2204
H -0.396 -1.892 2.539 0.2197
H -4.235 -1.853 3.684 0.1917
H -2.543 -2.401 1.269 0.2083
H -1.696 3.349 0.560 0.2425
H -0.070 3.859 -1.230 0.2263
H 1.944 3.402 -2.288 0.1889
H 0.764 4.188 -3.378 0.1805

53
Properties=species:S:1:pos:R:3:nbo_charge:R:1 method="wB97M-V/def2-TZVPD" homo_energy_ha=-0.299 molar_mass_da=369.54 smiles=CCCCn1c2ccccc2c2nnc(SCCN3CCCCC3)nc21 homo_lumo_gap_ev=8.197 e_tot_ha=-1450.277931 e_above_lowest_kcal_mol=4.2
C -3.214 -4.351 -0.048 -0.6085
C -2.400 -3.499 0.919 -0.3936
C -2.861 -2.044 0.971 -0.4019
H -3.932 -2.004 1.185 0.2013
H -2.340 -1.531 1.783 0.2131
C -2.575 -1.288 -0.329 -0.2166
N -2.941 0.101 -0.219 -0.3758
C -2.101 1.097 0.131 0.3838
N -0.806 1.012 0.373 -0.5055
C -0.270 2.201 0.681 0.2109
N -0.894 3.372 0.753 -0.2904
N -2.171 3.452 0.513 -0.1471
C -2.809 2.341 0.202 0.1040
C -4.173 2.036 -0.117 -0.1368
C -5.327 2.799 -0.212 -0.1521
C -6.506 2.162 -0.551 -0.2386
C -6.537 0.791 -0.791 -0.1851
C -5.396 0.012 -0.701 -0.2828
C -4.211 0.642 -0.363 0.2476
H -5.437 -1.050 -0.889 0.2181
H -7.474 0.322 -1.053 0.2157
H -7.419 2.732 -0.632 0.2163
H -5.289 3.860 -0.024 0.2276
S 1.431 2.252 1.030 0.2844
C 1.842 0.471 0.871 -0.5218
C 3.268 0.172 1.321 -0.2272
N 4.198 0.164 0.209 -0.4444
C 4.464 1.498 -0.305 -0.2320
C 5.287 1.413 -1.586 -0.4017
C 6.605 0.698 -1.314 -0.3966
C 6.306 -0.665 -0.702 -0.4019
C 5.444 -0.500 0.546 -0.2141
H 5.209 -1.485 0.960 0.1974
H 6.009 0.065 1.311 0.1577
H 5.762 -1.275 -1.425 0.2022
H 7.230 -1.182 -0.439 0.2067
H 7.176 0.583 -2.238 0.2080
H 7.205 1.288 -0.617 0.1935
H 4.720 0.855 -2.333 0.2021
H 5.466 2.419 -1.969 0.2090
H 3.514 1.989 -0.514 0.2132
H 5.003 2.109 0.442 0.1595
H 3.279 -0.831 1.759 0.2067
H 3.563 0.887 2.110 0.1729
H 1.705 0.184 -0.171 0.2338
H 1.117 -0.055 1.488 0.2350
H -3.127 -1.725 -1.164 0.2056
H -1.505 -1.322 -0.548 0.2281
H -1.346 -3.534 0.638 0.1972
H -2.489 -3.923 1.922 0.2075
H -4.274 -4.289 0.188 0.2018
H -2.910 -5.393 0.023 0.2152
H -3.068 -4.030 -1.076 0.1985